Entry 1:
C33H40MnN7O3P2 | ωB97M-V/def2-TZVPD

Calculated values
Orbital gap (spin up / spin down) = 5.079 / 5.086 eV
Spin multiplicity = 2
Net charge = +3
Energy = -3723.468054 hartree

Positions of all 86 atoms, in Å:
Mn (-1.37756, 0.24416, -1.04879)
O (-1.18656, 0.16956, 1.05621)
P (-0.26446, 0.50486, 2.20521)
C (1.38794, 0.95776, 1.52971)
P (1.77024, -0.11234, 0.07851)
O (0.69694, 0.03466, -0.98039)
C (1.93424, -1.83094, 0.59491)
C (1.49354, -2.80894, -0.29259)
C (1.71434, -4.14204, 0.00171)
C (2.37404, -4.49554, 1.16891)
C (2.83534, -3.51754, 2.03751)
C (2.63084, -2.18044, 1.74731)
C (3.38314, 0.41956, -0.54089)
C (4.16864, 1.37676, 0.09061)
C (5.42294, 1.67716, -0.41689)
C (5.89814, 1.01666, -1.54089)
C (5.12054, 0.05026, -2.16289)
C (3.86854, -0.25514, -1.66019)
C (-0.86556, 1.92886, 3.15561)
C (-2.18076, 1.84616, 3.60461)
C (-2.70696, 2.85886, 4.38551)
C (-1.92026, 3.95176, 4.71801)
C (-0.60726, 4.02866, 4.27981)
C (-0.06966, 3.01496, 3.50311)
C (-0.08066, -0.89084, 3.34061)
C (-1.09316, -1.84314, 3.39351)
C (-1.00196, -2.90904, 4.27111)
C (0.08924, -3.00884, 5.12131)
C (1.07324, -2.03064, 5.10911)
C (0.99034, -0.96704, 4.22671)
H (2.16754, 0.88366, 2.28521)
H (1.34304, 1.98866, 1.15531)
H (1.00204, -2.50794, -1.21039)
H (1.40054, -4.91494, -0.68159)
H (2.55624, -5.53814, 1.37871)
H (3.37644, -3.79674, 2.92711)
H (3.03354, -1.41824, 2.39771)
H (3.81854, 1.88986, 0.97371)
H (6.02994, 2.42196, 0.07541)
H (6.87994, 1.24996, -1.92199)
H (5.49764, -0.47704, -3.02519)
H (3.25824, -1.02344, -2.11599)
H (-2.77576, 0.98306, 3.33961)
H (-3.72186, 2.78986, 4.74401)
H (-2.32886, 4.74156, 5.32961)
H (0.00614, 4.87436, 4.55121)
H (0.96164, 3.07876, 3.18821)
H (-1.96966, -1.71914, 2.77161)
H (-1.79246, -3.64454, 4.30541)
H (0.15404, -3.83014, 5.81911)
H (1.89584, -2.08724, 5.80491)
H (1.74404, -0.19254, 4.25331)
C (-1.13066, 2.38146, -6.10359)
N (-1.39326, 1.29286, -5.17709)
C (-1.55376, -0.03064, -5.75919)
C (-1.33396, 1.44356, -3.84849)
N (-1.30016, 0.41716, -3.02269)
N (-1.33246, 2.73046, -3.35539)
C (-1.31966, 3.11676, -2.03509)
N (-1.44046, 4.43586, -1.83519)
N (-1.17806, 2.25276, -1.07489)
H (-1.36286, 2.04446, -7.10999)
H (-0.07696, 2.66856, -6.08079)
H (-1.75486, 3.25716, -5.91929)
H (-1.88346, 0.07816, -6.79019)
H (-2.32456, -0.59774, -5.23519)
H (-0.61396, -0.58954, -5.77139)
H (-1.14456, -0.44154, -3.54799)
H (-1.46116, 3.46696, -4.03929)
H (-1.50796, 5.09396, -2.59489)
H (-1.47896, 4.81676, -0.90329)
H (-1.18976, 2.68186, -0.15009)
N (-2.09086, -3.83704, -0.58009)
C (-2.00536, -3.89674, -1.93519)
C (-1.71476, -2.63164, -2.35079)
N (-1.62366, -1.80394, -1.25949)
C (-1.85886, -2.57414, -0.20739)
H (-2.29686, -4.61684, 0.02741)
H (-2.18476, -4.78734, -2.50249)
H (-1.57496, -2.30334, -3.36189)
H (-1.85316, -2.23834, 0.81041)
C (-4.44746, 0.25856, -1.13579)
O (-3.12206, 0.43406, -0.84639)
H (-4.59236, -0.46464, -1.95369)
H (-4.91186, 1.21316, -1.42639)
H (-4.97556, -0.11124, -0.24539)

Cartesian forces (eV/Å) of the 2 atoms listed first:
Mn -1.8 0.8 -0.5
O -0.7 -0.3 -1.4



Entry 2:
C33H40N3OP2SSbSe4Ti | ωB97M-V/def2-TZVPD

Calculated values
Orbital gap (spin up / spin down) = 6.012 / 6.009 eV
Net charge = 0
Energy = -13297.412375 hartree
Energy above the lowest of the compared OMol25 structures with the same formula, charge and spin = 1.884 eV

Positions of all 86 atoms, in Å:
Ti (-0.20719, -0.72628, -0.37250)
N (1.15089, -3.42289, -2.89108)
C (0.95647, -3.21349, -1.60282)
O (-0.12680, -2.75178, -1.18220)
C (2.11068, -3.47317, -0.66701)
C (2.84106, -2.18805, -0.25016)
H (0.49832, -3.09305, -3.59387)
H (2.05629, -3.67982, -3.25625)
H (2.83728, -4.12358, -1.16110)
H (1.71294, -4.00759, 0.19436)
H (3.21566, -1.68259, -1.15197)
H (3.71810, -2.46979, 0.34169)
C (2.76556, 1.88884, 0.62093)
C (1.61185, 2.50679, -0.16825)
P (-0.04584, 1.79189, 0.14588)
C (-1.13660, 2.83423, -0.87907)
C (-0.75441, 3.28458, -2.13459)
C (-1.64814, 4.00970, -2.91422)
C (-2.92019, 4.28703, -2.44860)
C (-3.30949, 3.83503, -1.19388)
C (-2.42686, 3.10724, -0.41976)
C (-0.49685, 2.42506, 1.81246)
C (-0.08248, 3.68044, 2.25398)
C (-0.42938, 4.14055, 3.51170)
C (-1.21199, 3.35894, 4.35086)
C (-1.66211, 2.12547, 3.91367)
C (-1.30338, 1.66621, 2.65508)
C (3.19050, 0.51753, 0.09458)
P (1.99061, -0.80484, 0.64381)
C (2.53611, -0.71190, 2.39368)
C (3.74153, -1.26597, 2.80464)
C (4.12890, -1.20835, 4.13490)
C (3.32503, -0.57546, 5.06783)
C (2.12972, 0.00013, 4.66220)
C (1.73383, -0.08348, 3.33981)
C (0.33398, -2.13617, 1.50853)
C (-1.01684, -1.83452, 1.53923)
C (-2.02212, -2.64712, 2.05989)
C (-1.66019, -3.84077, 2.64190)
C (-0.30621, -4.15668, 2.72855)
C (0.65115, -3.32709, 2.18084)
H (2.49082, 1.82512, 1.68235)
H (3.61187, 2.57707, 0.56953)
H (1.80014, 2.40468, -1.24336)
H (1.53440, 3.57910, 0.03605)
H (0.22535, 3.07855, -2.54582)
H (-1.33212, 4.33035, -3.89762)
H (-3.61022, 4.85023, -3.06076)
H (-4.30093, 4.05112, -0.81931)
H (-2.74864, 2.74901, 0.55149)
H (0.50715, 4.31986, 1.61097)
H (-0.09476, 5.11597, 3.83488)
H (-1.47109, 3.71476, 5.33793)
H (-2.29097, 1.51565, 4.54904)
H (-1.67599, 0.70330, 2.33104)
H (4.17802, 0.26253, 0.49909)
H (3.28049, 0.53612, -0.99863)
H (4.40859, -1.73457, 2.09315)
H (5.06342, -1.65759, 4.43844)
H (3.62935, -0.52834, 6.10283)
H (1.49804, 0.51015, 5.37761)
H (0.78585, 0.35048, 3.04387)
H (-1.39109, -0.86591, 1.17017)
H (-3.05828, -2.33757, 2.00988)
H (-2.40919, -4.50922, 3.04441)
H (0.00221, -5.06371, 3.23159)
H (1.69785, -3.59921, 2.30794)
C (-2.45146, -0.40208, -5.25414)
N (-2.28070, -0.04480, -3.85438)
C (-2.83594, -0.68979, -2.84923)
S (-2.55032, -0.29464, -1.18436)
N (-3.71593, -1.65918, -3.12258)
C (-4.51486, -2.39284, -2.16251)
H (-2.17554, 0.46771, -5.84629)
H (-3.49004, -0.65767, -5.46677)
H (-1.77792, -1.21846, -5.53094)
H (-1.60880, 0.69591, -3.64908)
H (-3.85208, -1.87960, -4.09662)
H (-4.62766, -1.80586, -1.25363)
H (-4.05300, -3.34883, -1.91117)
H (-5.49627, -2.56945, -2.59830)
Se (1.41865, -1.71875, -5.76719)
Sb (1.89435, 0.40409, -4.68261)
Se (4.04674, 0.80954, -3.73022)
Se (0.48346, 2.23534, -5.34863)
Se (0.78771, -0.14383, -2.26174)

Cartesian forces (eV/Å) of the 2 atoms listed first:
Ti 1.1 -1.3 -0.2
N 0.1 -0.3 0.0